Record 1
C7H19N5O6Zn as an isolated structure at a distorted geometry, computed with wB97M-V/def2-TZVPD.

As for the LUMO energy: 0.2 eV. The charge is 0. Its HOMO energy is -6.990 eV. Its HOMO-LUMO gap is 7.202 eV. As for the spin multiplicity: 1. The calculation puts the relative energy (zero: lowest compared OMol25 entry of this formula, charge and spin) at 0.0 kcal per mole.

Geometry (Å):
Zn (-8.962, -12.855, -17.315)
C (-9.145, -11.365, -19.375)
O (-9.417, -10.648, -20.328)
O (-8.989, -10.933, -18.133)
O (-9.002, -12.687, -19.454)
C (-11.859, -13.648, -18.030)
O (-10.977, -13.437, -17.159)
N (-11.584, -13.845, -19.332)
N (-13.166, -13.711, -17.640)
H (-10.653, -13.485, -19.674)
H (-12.327, -13.892, -20.008)
H (-13.417, -13.509, -16.692)
H (-13.874, -13.880, -18.328)
C (-9.168, -10.860, -14.979)
O (-9.235, -12.014, -15.425)
N (-9.418, -10.612, -13.652)
N (-8.832, -9.815, -15.766)
H (-9.310, -11.413, -13.055)
H (-9.158, -9.718, -13.276)
H (-8.897, -9.986, -16.786)
H (-8.988, -8.876, -15.443)
C (-4.946, -14.292, -17.862)
C (-6.448, -14.040, -17.878)
C (-7.170, -15.237, -17.236)
O (-8.520, -14.892, -16.965)
C (-9.056, -15.641, -15.874)
N (-6.853, -12.802, -17.171)
H (-4.395, -13.415, -18.201)
H (-4.691, -15.141, -18.497)
H (-4.609, -14.509, -16.843)
H (-6.816, -13.977, -18.904)
H (-6.652, -15.534, -16.318)
H (-7.143, -16.054, -17.961)
H (-8.638, -15.238, -14.946)
H (-8.783, -16.697, -15.937)
H (-10.137, -15.560, -15.892)
H (-6.456, -12.017, -17.680)
H (-6.403, -12.832, -16.258)

Results of the natural (NBO) charge analysis, in e, for atoms 1 through 2:
1. Zn 1.721
2. C 0.953

***

Record 2
A 2-piece molecular cluster, C7H19N6OS overall at a distorted geometry, computed with wB97M-V/def2-TZVPD.

As for the LUMO energy: -2.8 eV. The charge is +1. Its HOMO energy is -12.146 eV. Its HOMO-LUMO gap is 9.308 eV. As for the spin multiplicity: 1. The calculation puts the relative energy (zero: lowest compared OMol25 entry of this formula, charge and spin) at 0.0 kcal per mole.

Geometry (Å):
C (0.563, -1.855, -0.954)
C (-1.827, -0.009, 0.386)
C (-4.243, -0.766, 0.170)
C (0.470, 3.478, 1.057)
C (3.693, 1.021, -1.432)
C (0.828, -2.038, 0.581)
C (-0.103, -1.218, 1.556)
N (-0.039, -2.848, -1.512)
N (-2.903, -0.856, 0.714)
N (1.002, 2.273, 0.525)
N (2.589, 1.148, -0.538)
N (-0.613, -0.125, 0.795)
N (2.078, 2.239, -0.165)
O (1.000, -0.872, -1.548)
S (-2.005, 1.226, -0.948)
H (-4.121, -0.880, -0.906)
H (-4.694, -1.714, 0.471)
H (-4.984, 0.067, 0.426)
H (-0.558, 3.584, 0.664)
H (0.333, 3.267, 2.147)
H (1.117, 4.341, 1.040)
H (4.554, 0.468, -0.976)
H (3.230, 0.500, -2.257)
H (4.068, 2.045, -1.803)
H (1.790, -1.662, 0.606)
H (0.960, -3.069, 0.976)
H (-0.899, -1.934, 1.888)
H (0.410, -0.899, 2.443)
H (-0.457, -3.732, -1.106)
H (-0.250, -2.869, -2.542)
H (-2.803, -1.183, 1.647)
H (0.467, 1.417, 0.800)
H (2.092, 0.258, -0.721)
H (-0.742, 1.198, -1.483)

Results of the natural (NBO) charge analysis, in e, for atoms 1 through 2:
1. C 0.706
2. C 0.381

***

Copy entry 1 word for word.
C7H19N5O6Zn as an isolated structure at a distorted geometry, computed with wB97M-V/def2-TZVPD.

As for the LUMO energy: 0.2 eV. The charge is 0. Its HOMO energy is -6.990 eV. Its HOMO-LUMO gap is 7.202 eV. As for the spin multiplicity: 1. The calculation puts the relative energy (zero: lowest compared OMol25 entry of this formula, charge and spin) at 0.0 kcal per mole.

Geometry (Å):
Zn (-8.962, -12.855, -17.315)
C (-9.145, -11.365, -19.375)
O (-9.417, -10.648, -20.328)
O (-8.989, -10.933, -18.133)
O (-9.002, -12.687, -19.454)
C (-11.859, -13.648, -18.030)
O (-10.977, -13.437, -17.159)
N (-11.584, -13.845, -19.332)
N (-13.166, -13.711, -17.640)
H (-10.653, -13.485, -19.674)
H (-12.327, -13.892, -20.008)
H (-13.417, -13.509, -16.692)
H (-13.874, -13.880, -18.328)
C (-9.168, -10.860, -14.979)
O (-9.235, -12.014, -15.425)
N (-9.418, -10.612, -13.652)
N (-8.832, -9.815, -15.766)
H (-9.310, -11.413, -13.055)
H (-9.158, -9.718, -13.276)
H (-8.897, -9.986, -16.786)
H (-8.988, -8.876, -15.443)
C (-4.946, -14.292, -17.862)
C (-6.448, -14.040, -17.878)
C (-7.170, -15.237, -17.236)
O (-8.520, -14.892, -16.965)
C (-9.056, -15.641, -15.874)
N (-6.853, -12.802, -17.171)
H (-4.395, -13.415, -18.201)
H (-4.691, -15.141, -18.497)
H (-4.609, -14.509, -16.843)
H (-6.816, -13.977, -18.904)
H (-6.652, -15.534, -16.318)
H (-7.143, -16.054, -17.961)
H (-8.638, -15.238, -14.946)
H (-8.783, -16.697, -15.937)
H (-10.137, -15.560, -15.892)
H (-6.456, -12.017, -17.680)
H (-6.403, -12.832, -16.258)

Results of the natural (NBO) charge analysis, in e, for atoms 1 through 2:
1. Zn 1.721
2. C 0.953